# C5H8N

The ion C5H8N with charge +1 at a distorted geometry (ωB97M-V/def2-TZVPD, the Open Molecules 2025 dataset).

highest occupied orbital energy = -13.1516 eV
net charge = +1
structure (SMILES) = CC#C/C=C/[NH3+]
spin multiplicity = 1

Each line ends with the Löwdin charge.
Geometry (Å):
1 N 3.0864 0.0091 -0.0319  0.23
2 C -2.0316 -0.1137 -0.1034  -0.07
3 C 1.6428 -0.1451 0.4585  -0.05
4 C -0.8176 -0.0933 0.0013  -0.01
5 C -3.3862 0.0715 0.0463  -0.08
6 C 0.5622 -0.1913 -0.3821  -0.08
7 H 1.4630 0.1564 1.4738  0.12
8 H -3.5995 0.7749 0.9381  0.14
9 H 3.1523 -0.5404 -0.8685  0.16
10 H -3.8074 -0.8416 0.3135  0.08
11 H -3.7668 0.6359 -0.7862  0.10
12 H 0.5409 -0.3867 -1.5195  0.16
13 H 3.6411 -0.3039 0.6979  0.13
14 H 3.3205 0.9683 -0.2380  0.17

# C47H81F4NO10P

A cluster of 7 separate species, C47H81F4NO10P in total at a distorted geometry (ωB97M-V/def2-TZVPD, the Open Molecules 2025 dataset).

highest occupied orbital energy = -10.8270 eV
net charge = +1
spin multiplicity = 1

Each line ends with the Löwdin charge.
Geometry (Å):
1 P 2.2432 -2.4193 2.1920  0.48
2 F -3.4174 -3.8542 -0.4243  0.10
3 F 1.1440 0.6388 1.9605  0.00
4 F -0.7748 -4.8484 0.0248  0.18
5 F -0.1827 -3.5744 -1.6255  0.15
6 O 3.3653 -1.9776 3.2365  -0.17
7 O 6.0836 3.9446 -0.6531  -0.15
8 O -2.6701 0.7039 -3.4591  -0.17
9 O 2.4022 -3.8492 1.8919  -0.25
10 O -1.0307 2.1602 0.0534  -0.04
11 O -5.4202 -0.6793 2.7911  -0.17
12 O 1.7529 2.9842 6.3917  -0.18
13 O -4.3021 -3.8646 -4.4939  -0.14
14 O 2.1127 -1.7785 -6.2478  -0.14
15 O 2.3313 -1.5460 0.8610  -0.25
16 N -2.1320 1.3833 2.7672  0.18
17 C -6.5591 -1.5533 2.8989  -0.18
18 C 0.4123 1.0942 3.0481  -0.28
19 C -2.2880 -3.2062 -0.7235  -0.26
20 C 0.1291 2.7755 -0.3808  -0.26
21 C 6.5198 3.3278 -1.8688  -0.20
22 C 1.7936 4.4033 8.2875  -0.17
23 C -2.3279 -1.7410 -0.9879  -0.09
24 C -3.6225 0.3171 -4.4606  -0.19
25 C -1.1368 -3.8761 -0.7689  -0.34
26 C 0.5849 -2.1736 2.9006  -0.15
27 C -3.8061 -4.6528 -3.4076  -0.20
28 C 2.5126 4.0697 -1.1485  -0.06
29 C 0.9828 3.9856 7.0702  -0.21
30 C 1.9816 -3.1205 -5.7747  -0.20
31 C 3.0819 2.9555 6.9337  -0.20
32 C -1.3880 -0.6520 2.0924  -0.17
33 C 1.6640 4.6310 -0.1918  -0.06
34 C -3.2917 -5.9515 -4.0124  -0.15
35 C -1.0559 0.7565 -0.1130  -0.12
36 C 0.5107 2.6135 3.1272  0.02
37 C -3.8870 -4.4401 -5.7353  -0.20
38 C -5.6082 0.4412 3.6536  -0.23
39 C -2.7654 2.1129 -3.2207  -0.21
40 C -3.6262 2.6827 -4.3371  -0.16
41 C -2.0311 0.0576 0.8536  -0.28
42 C 0.4836 3.9959 0.1892  -0.04
43 C 3.3100 -1.9986 -0.1141  -0.22
44 C -2.6834 1.1784 1.6341  0.09
45 C -0.9929 0.4941 3.0327  -0.14
46 C 3.7953 -0.6048 3.2508  -0.27
47 C -7.0564 0.4250 4.1096  -0.16
48 C -2.8335 -5.4825 -5.3899  -0.16
49 C -4.5534 1.5078 -4.6439  -0.16
50 C 0.6161 -3.6088 -6.2380  -0.18
51 C 0.4329 -2.8323 -7.5385  -0.17
52 C 2.1284 2.8735 -1.7476  -0.06
53 C 3.7758 -0.7754 -0.9052  -0.05
54 C 7.3459 2.0280 -0.0770  -0.17
55 C -7.3503 -1.0746 4.1105  -0.16
56 C 5.2946 -0.5359 2.9571  -0.05
57 C 3.2232 4.2025 7.7929  -0.16
58 C 7.7002 2.4398 -1.5029  -0.16
59 C -0.4573 -1.8391 1.8207  -0.14
60 C 0.9486 2.2350 -1.3714  -0.02
61 C -2.9747 -0.9408 0.1634  -0.07
62 C 6.7054 3.2997 0.4616  -0.20
63 C 1.0754 -1.4960 -7.1906  -0.20
64 H -4.7573 -4.8990 -6.2157  0.12
65 H 0.0108 -1.6991 0.8503  0.10
66 H 8.2012 1.7030 0.5131  0.11
67 H 0.6730 1.3032 -1.8427  0.11
68 H 1.5902 3.7320 9.1241  0.12
69 H -2.5015 -6.4108 -3.4197  0.11
70 H 0.3662 -3.1472 3.3220  0.10
71 H -4.9969 1.5465 -5.6367  0.12
72 H -4.1055 -6.6727 -4.1102  0.12
73 H -1.7606 2.5381 -3.1908  0.12
74 H -1.1064 0.0850 4.0355  0.16
75 H -4.9261 0.3341 4.5072  0.12
76 H -1.4268 0.5482 -1.1190  0.11
77 H 1.5783 5.4206 8.6082  0.12
78 H -0.0787 0.2799 -0.0405  0.13
79 H 5.4736 -0.3679 1.8986  0.06
80 H -3.8225 -0.3800 -0.2278  0.13
81 H -3.0090 2.9095 -5.2084  0.12
82 H 3.4379 4.5586 -1.4035  0.10
83 H 1.2151 2.9295 2.3679  0.08
84 H -3.5272 1.7125 1.2224  0.17
85 H 4.8231 -0.5593 -0.7110  0.06
86 H 2.7866 -3.7216 -6.2102  0.12
87 H 2.7533 2.4084 -2.4936  0.11
88 H -3.0791 0.0903 -5.3829  0.12
89 H -0.1518 -3.3153 -5.5170  0.10
90 H -6.2132 -2.5816 2.9954  0.12
91 H 5.7806 0.2477 3.5276  0.08
92 H 5.9535 3.1045 1.2285  0.11
93 H -3.5084 -3.6517 -6.3875  0.11
94 H -1.1024 -2.7034 1.7188  0.12
95 H -3.2357 2.2547 -2.2383  0.11
96 H 5.6905 2.7352 -2.2735  0.11
97 H -2.7710 -6.2796 -6.1289  0.12
98 H 0.9854 -3.3191 -8.3447  0.12
99 H -7.6888 0.9302 3.3769  0.12
100 H -2.2402 -1.0716 2.6294  0.15
101 H 6.6144 1.2154 -0.0942  0.09
102 H 7.4574 3.9778 0.8778  0.12
103 H 1.5038 -0.9913 -8.0565  0.12
104 H -7.1457 -1.4689 1.9800  0.12
105 H 7.8246 1.6008 -2.1853  0.11
106 H 3.2756 0.0066 2.5187  0.09
107 H 5.7206 -1.5010 3.2159  0.09
108 H -3.4049 -1.6290 0.8845  0.12
109 H 2.0905 -3.1321 -4.6890  0.11
110 H -8.4093 -1.3125 4.0415  0.12
111 H 3.1892 2.0461 7.5332  0.12
112 H 0.8321 4.8280 6.3859  0.12
113 H -5.3626 1.4695 -3.9107  0.11
114 H -3.0035 -4.0942 -2.9226  0.09
115 H 1.9335 5.5594 0.2869  0.11
116 H -6.9568 -1.5313 5.0208  0.12
117 H -4.1419 -0.5850 -4.1357  0.11
118 H -4.6032 -4.8101 -2.6807  0.12
119 H 0.6148 -1.4789 3.7376  0.08
120 H 0.9150 0.6985 3.9247  0.13
121 H 3.2175 0.0897 -0.5554  0.06
122 H 2.8629 -2.7214 -0.7864  0.12
123 H -0.1453 4.4638 0.9321  0.11
124 H 4.1296 -2.4810 0.4062  0.11
125 H -5.3501 1.3571 3.1123  0.10
126 H 3.5288 5.0517 7.1782  0.12
127 H 0.3530 -0.8211 -6.7173  0.11
128 H 0.9670 2.8750 4.0775  0.07
129 H 0.5726 -4.6901 -6.3604  0.11
130 H 0.0075 3.5727 7.3323  0.11
131 H -2.9320 -1.5688 -1.8810  0.12
132 H -0.6058 -2.7331 -7.8504  0.11
133 H 8.6244 3.0210 -1.5055  0.12
134 H -0.4319 3.1411 3.0424  0.07
135 H 3.8026 2.9189 6.1160  0.12
136 H 3.6095 -0.8881 -1.9704  0.07
137 H -7.2037 0.9067 5.0741  0.12
138 H -1.3242 -1.4322 -1.2562  0.12
139 H 3.6187 -0.1534 4.2255  0.11
140 H -1.8514 -5.0110 -5.3113  0.09
141 H 3.9514 4.0821 8.5923  0.12
142 H 6.7770 4.1018 -2.5920  0.12
143 H -2.5006 2.0965 3.3826  0.19
144 H -4.1494 3.5916 -4.0454  0.11

# C31H34As2N5RuS3

A structure of composition C31H34As2N5RuS3 at a distorted geometry (ωB97M-V/def2-TZVPD, the Open Molecules 2025 dataset).

highest occupied orbital energy (spin up / spin down) = -6.4234 / -6.3679 eV
spin multiplicity = 2

Each line ends with the Mulliken spin population.
Geometry (Å):
1 Ru 0.3570 -1.9736 0.2007  0.81
2 As 1.9249 -1.2187 -1.6396  -0.01
3 As -0.2775 1.3059 -1.5912  0.00
4 S -2.3836 -4.6451 0.4811  -0.01
5 S 0.4222 -4.4525 -0.4450  -0.01
6 S -0.3517 -3.5626 2.2877  0.08
7 N 2.0861 -1.1735 2.4600  -0.01
8 N -1.7356 -1.6260 -0.8094  -0.03
9 N -2.7582 -0.8596 -0.4398  0.02
10 N 2.4322 -1.8786 1.3711  0.01
11 N -0.4779 -0.2247 1.3398  0.05
12 C 0.2910 0.5632 -5.7243  0.00
13 C -1.9689 -2.0336 -2.0470  0.00
14 C 1.7058 0.1870 2.3858  -0.01
15 C -3.6548 -0.7620 -1.4468  -0.01
16 C -2.0875 0.5096 2.9574  0.05
17 C 1.2941 -0.4483 -3.3260  0.01
18 C -0.1529 1.0586 -4.5109  0.00
19 C 2.4206 -1.8297 3.5893  0.00
20 C 0.2661 2.0166 1.8226  0.01
21 C 1.2383 -0.4448 -5.7453  0.00
22 C 3.1604 0.1976 -1.0608  0.01
23 C -2.8935 -0.3217 0.8516  0.01
24 C 2.9820 -3.0287 3.2142  0.00
25 C -3.3720 0.7628 3.3685  -0.01
26 C -0.7948 -4.1942 0.7433  0.00
27 C -1.7800 -0.0144 1.6789  0.03
28 C -4.1882 -0.0800 1.3029  -0.02
29 C -2.0188 2.0813 -2.1760  0.00
30 C 0.4770 0.6195 1.8414  0.01
31 C 3.3166 3.4020 3.5991  0.00
32 C 1.1686 2.9024 2.3647  -0.01
33 C 3.3185 -2.4578 -2.2403  0.00
34 C -5.8623 0.7500 2.9851  0.00
35 C -4.4565 0.4849 2.5390  0.03
36 C 2.6006 1.0957 2.9330  -0.01
37 C 1.7221 -0.9539 -4.5517  0.00
38 C 2.9648 -3.0125 1.8185  0.00
39 C 2.3485 2.4565 2.9584  0.01
40 C -3.1786 -1.5064 -2.5012  0.00
41 C 0.3372 0.5737 -3.3063  -0.01
42 C 0.6736 3.0431 -1.7396  0.00
43 H 1.5886 -0.8434 -6.6876  0.00
44 H 2.7897 4.1882 4.1345  0.00
45 H -3.5453 1.1740 4.3525  0.00
46 H 3.9292 -0.2701 -0.4424  0.00
47 H 0.9463 3.9599 2.3533  0.00
48 H 2.6351 0.9415 -0.4588  0.00
49 H 3.3091 -3.7624 1.1290  0.00
50 H 2.2212 -1.4113 4.5563  0.00
51 H -6.3075 -0.1685 3.3693  0.00
52 H 3.9613 2.8752 4.2979  0.00
53 H 2.8995 -3.3097 -2.7784  0.00
54 H -1.2732 -2.6864 -2.5467  0.00
55 H 0.1805 3.7691 -1.0919  0.00
56 H -1.8711 2.9904 -2.7608  0.00
57 H 1.7074 2.9384 -1.4197  0.00
58 H -0.6578 2.3738 1.3803  0.00
59 H -0.1027 0.9622 -6.6481  0.00
60 H -2.6027 2.3381 -1.2887  0.00
61 H -4.5381 -0.1597 -1.3774  0.00
62 H 3.8112 -2.8374 -1.3434  0.00
63 H -6.4802 1.1048 2.1614  0.00
64 H -5.0196 -0.3784 0.6838  0.00
65 H -0.9058 1.8354 -4.5047  0.00
66 H 3.3435 -3.8093 3.8512  0.00
67 H 3.5132 0.7125 3.3685  0.00
68 H -3.6346 -1.6458 -3.4587  0.00
69 H 2.4452 -1.7600 -4.5799  0.00
70 H -1.2673 0.6901 3.6373  0.00
71 H 3.6330 0.6796 -1.9213  0.00
72 H -5.8803 1.4949 3.7783  0.00
73 H 0.6511 3.4123 -2.7639  0.00
74 H 3.9484 3.8726 2.8463  0.00
75 H 4.0610 -1.9490 -2.8619  0.00
76 H -2.6006 1.3702 -2.7595  0.00

# C12H17N

A cluster of 2 separate species, C12H17N in total at a distorted geometry (ωB97M-V/def2-TZVPD, the Open Molecules 2025 dataset).

highest occupied orbital energy (spin up / spin down) = -12.9047 / -13.4852 eV
net charge = +1
spin multiplicity = 2

Each line ends with the Mulliken spin population.
Geometry (Å):
1 N 2.5945 -0.3190 2.6012  0.13
2 C -0.5456 1.3934 -2.0984  0.00
3 C -3.0322 1.0266 -2.8274  0.00
4 C 2.8092 -1.9001 0.6653  0.04
5 C 2.1365 -1.0148 1.4702  0.04
6 C 1.6325 0.4500 3.0694  0.25
7 C 0.4636 0.2881 2.2701  0.26
8 C 0.7959 -0.6305 1.2685  -0.03
9 C 2.0868 -2.3437 -0.4451  0.15
10 C 0.7415 -2.0073 -0.6600  -0.06
11 C -1.9406 0.7921 -1.7719  0.00
12 C 0.0598 -1.1602 0.1852  0.16
13 C -0.8022 1.0581 2.4088  0.01
14 H -1.6468 0.3636 2.4978  0.02
15 H -0.9913 1.6121 1.4778  0.02
16 H -2.5707 1.0209 -3.8144  0.00
17 H -0.7884 1.7444 3.2530  0.00
18 H 0.1816 0.5979 -1.9283  0.00
19 H 1.8500 1.0654 3.9287  0.00
20 H -1.7701 -0.2901 -1.7575  0.00
21 H 3.5211 -0.4130 3.0000  -0.01
22 H -3.4965 2.0000 -2.6402  0.00
23 H -2.3172 1.0218 -0.7724  0.00
24 H 2.5454 -2.9297 -1.2365  0.00
25 H -0.2996 2.2711 -1.5080  0.00
26 H -3.8066 0.2689 -2.8141  0.00
27 H -0.5117 1.5463 -3.1747  0.00
28 H -0.9276 -0.8092 -0.0673  0.03
29 H 0.2484 -2.4292 -1.5277  0.00
30 H 3.7802 -2.2735 0.9478  0.00

# C6H8KMgO6

A structure of composition C6H8KMgO6 at a distorted geometry (ωB97M-V/def2-TZVPD, the Open Molecules 2025 dataset).

highest occupied orbital energy (spin up / spin down) = -7.0688 / -7.2784 eV
spin multiplicity = 2

Each line ends with the Mulliken spin population.
Geometry (Å):
1 K -1.7261 -2.4281 -1.3592  0.00
2 Mg 0.7868 2.3854 -1.1792  1.03
3 O -3.0208 -1.2062 -1.1836  0.00
4 O 1.8781 0.4855 -0.8632  -0.03
5 O -1.3052 -0.4083 0.8555  0.00
6 O 1.8108 -1.2980 0.5057  0.00
7 O 0.4861 -1.2750 -1.3122  0.00
8 O -0.4375 1.5196 0.1731  -0.02
9 C 2.8319 -0.4468 1.0170  0.00
10 C -2.6568 0.1257 0.8007  0.00
11 C -0.2862 0.3167 0.4505  -0.01
12 C 3.1388 0.4451 -0.1755  0.00
13 C -3.1821 0.0385 -0.6357  0.00
14 C 1.0623 -0.6120 -0.4138  -0.01
15 H 3.4277 1.4638 0.1042  0.01
16 H -2.6674 0.8282 -1.2322  0.01
17 H -2.6648 1.1542 1.1836  0.00
18 H 3.6776 -1.0645 1.3330  0.00
19 H 2.4365 0.1301 1.8660  0.00
20 H 3.8862 0.0027 -0.8454  0.00
21 H -4.2476 0.3597 -0.5700  0.00
22 H -3.2283 -0.5164 1.4808  0.00

# C3H6N2O

An isolated molecule of C3H6N2O at a distorted geometry (ωB97M-V/def2-TZVPD, the Open Molecules 2025 dataset).

highest occupied orbital energy = -9.4190 eV
structure (SMILES) = ON1C=NCC1
spin multiplicity = 1

Each line ends with the Löwdin charge.
Geometry (Å):
1 O 2.0652 0.1440 0.3405  -0.10
2 N 0.8333 0.1140 -0.4789  -0.15
3 N -1.1243 1.2110 0.1182  0.06
4 C 0.1101 1.3085 -0.1020  -0.20
5 C -1.4388 -0.2248 0.0815  -0.22
6 C -0.0887 -0.9764 -0.0248  -0.13
7 H -2.0572 -0.4345 -0.7868  0.10
8 H -0.1770 -1.8519 -0.6963  0.12
9 H 0.3168 -1.0707 1.0212  0.13
10 H 2.7623 0.1948 -0.4175  0.14
11 H 0.8036 2.1660 -0.0573  0.13
12 H -2.0051 -0.5800 1.0023  0.12

Asked for relative energy (zero: lowest compared OMol25 entry of this formula, charge and spin) across the records above, the calculation gives 77.4, 17.2, 56.5, 6.4, 54.6, 76.9 kcal per mole in order.